# 1
50
Properties=species:S:1:pos:R:3:lowdin_charge:R:1 method="wB97M-V/def2-TZVPD" relative_energy_ev=0.267 lumo_energy_ha=0.023 fmax_ev_per_a=0.9 smiles="CCCCS(=O)(=O)N1CCC[C@H](C(=O)NC[C@@H]2CCCO2)C1"
C -0.215 -3.928 2.466 -0.1049
C 0.673 -2.710 2.233 -0.2623
C 0.716 -2.265 0.772 -0.2197
C -0.641 -1.876 0.209 -0.1998
H -0.535 -1.463 -0.789 0.0684
H -1.335 -2.711 0.204 0.1029
S -1.432 -0.612 1.256 0.6693
O -0.468 0.380 1.655 -0.2988
O -2.167 -1.296 2.282 -0.2822
N -2.564 0.209 0.356 -0.2367
C -2.317 1.524 -0.156 -0.1540
H -3.208 2.138 0.030 0.1373
C -2.019 1.530 -1.669 -0.2023
C -0.635 0.941 -1.909 -0.4546
O -0.439 -0.156 -2.396 0.0520
N 0.372 1.758 -1.533 0.0867
H 0.149 2.623 -1.065 0.1419
C 1.738 1.303 -1.425 -0.1006
H 2.392 1.947 -2.022 0.1291
H 1.774 0.290 -1.832 0.1296
C 2.208 1.267 0.044 -0.3174
H 1.372 0.921 0.666 0.1125
C 2.745 2.622 0.526 -0.1244
H 2.546 2.742 1.590 0.1199
H 2.299 3.457 -0.012 0.1120
C 4.246 2.486 0.278 -0.1539
H 4.483 2.701 -0.765 0.1101
C 4.460 1.004 0.575 -0.1948
H 4.608 0.845 1.653 0.1223
O 3.281 0.339 0.162 -0.1058
H 5.304 0.569 0.035 0.1209
H 4.846 3.129 0.918 0.1113
H -2.010 2.569 -2.015 0.1482
C -3.126 0.764 -2.406 -0.1423
C -3.363 -0.625 -1.809 -0.1618
C -3.615 -0.522 -0.304 -0.1866
H -4.564 0.000 -0.123 0.1311
H -3.669 -1.503 0.169 0.1177
H -4.225 -1.087 -2.291 0.1154
H -2.489 -1.245 -2.002 0.0973
H -4.048 1.348 -2.343 0.1181
H -2.855 0.663 -3.458 0.1203
H -1.486 1.928 0.424 0.1086
H 1.119 -3.074 0.155 0.1242
H 1.394 -1.415 0.684 0.0928
H 0.311 -1.882 2.843 0.0909
H 1.695 -2.939 2.545 0.1099
H -1.262 -3.652 2.375 0.0554
H 0.014 -4.717 1.752 0.0748
H -0.060 -4.317 3.469 0.0718

# 2
50
Properties=species:S:1:pos:R:3:lowdin_charge:R:1 method="wB97M-V/def2-TZVPD" relative_energy_ev=0.000 lumo_energy_ha=-0.165 fmax_ev_per_a=2.3 total_charge=+1
S 0.089 4.592 2.285 0.7487
C 0.434 3.132 1.704 -1.1351
S 1.461 2.049 2.687 0.9041
C 0.679 0.424 2.449 -0.4913
C 1.162 -0.574 3.492 -0.2363
C 0.983 -2.020 2.973 -0.1711
C -0.114 -2.800 3.668 -0.2461
C 0.129 -3.124 5.179 -0.0630
C 0.071 -4.576 5.291 0.0201
N -0.023 -5.166 4.174 0.1426
C -0.111 -4.225 3.065 -0.0855
N 0.064 2.645 0.439 -0.2074
C -1.300 2.100 0.406 -0.1506
C -1.823 2.121 -1.032 -0.1801
O -0.751 1.767 -1.871 -0.1414
C 0.112 2.889 -1.975 -0.1813
C 0.292 3.620 -0.632 -0.1696
H -0.385 0.558 2.572 0.0700
H 0.841 0.100 1.427 0.0784
H 0.517 -0.466 4.355 0.1077
H 2.190 -0.412 3.784 0.1049
H 1.918 -2.568 3.022 0.1253
H 0.720 -1.993 1.923 0.1168
H -1.090 -2.341 3.591 0.1516
H 1.184 -2.924 5.392 0.1554
H -0.490 -2.647 5.923 0.1409
H 0.113 -5.074 6.245 0.1652
H -0.034 -6.167 4.012 0.1944
H 0.607 -4.386 2.275 0.1365
H -1.053 -4.366 2.536 0.1417
H -1.280 1.057 0.691 0.0947
H -1.994 2.611 1.077 0.1239
H -2.556 1.330 -1.100 0.1271
H -2.242 3.095 -1.277 0.1303
H -0.318 3.599 -2.681 0.1246
H 1.065 2.541 -2.347 0.1205
H -0.357 4.488 -0.563 0.1040
H 1.331 3.909 -0.577 0.1247
C -0.120 -0.836 -6.460 -0.3629
O 0.442 -1.318 -7.423 0.0163
N -0.025 0.452 -6.078 -0.1983
C -0.721 0.964 -4.913 -0.0561
C 0.804 1.351 -6.864 -0.0396
H -0.773 -1.434 -5.799 0.1299
H -1.403 1.763 -5.212 0.0962
H -0.002 1.359 -4.198 0.0646
H -1.293 0.173 -4.434 0.0836
H 0.440 1.392 -7.891 0.0942
H 1.832 0.989 -6.883 0.0928
H 0.776 2.347 -6.429 0.0838

# 3
52
Properties=species:S:1:pos:R:3:lowdin_charge:R:1 method="wB97M-V/def2-TZVPD" lumo_energy_ha=0.003 fmax_ev_per_a=2.5 smiles="CCCOCN(NCC)C(=O)O.CC#N.CC#N.CC#N.CC#N"
C -3.726 1.929 -1.564 -0.1097
C -2.821 1.151 -2.517 -0.2113
C -2.500 -0.277 -2.102 -0.2055
O -1.284 -0.436 -1.382 -0.1143
C -1.488 -0.237 -0.025 -0.1909
N -0.227 0.138 0.625 -0.0606
N 0.720 0.827 -0.138 -0.0002
C 0.333 2.119 -0.697 -0.2612
C 1.579 2.913 -1.042 -0.0846
C -0.375 0.602 1.910 -0.5826
O -0.418 1.718 2.269 0.1673
O -0.503 -0.419 2.811 0.0947
H -3.990 2.886 -1.993 0.0643
H -3.243 2.163 -0.625 0.0488
H -4.655 1.397 -1.396 0.0765
H -1.935 1.742 -2.707 0.0966
H -3.353 1.082 -3.459 0.1084
H -2.362 -0.847 -3.011 0.1085
H -3.333 -0.742 -1.578 0.1246
H -2.270 0.490 0.206 0.1196
H -1.824 -1.182 0.414 0.1371
H 1.161 0.227 -0.813 0.1134
H -0.368 2.662 -0.083 0.1078
H -0.166 1.943 -1.651 0.0736
H 1.325 3.915 -1.346 0.0690
H 2.307 2.901 -0.243 0.0698
H 2.036 2.442 -1.905 0.0561
H -1.307 -0.269 3.315 0.1159
C -5.528 3.679 1.494 -0.0672
C -5.710 4.401 0.236 -0.2933
N -5.847 4.959 -0.745 0.1354
H -6.231 2.851 1.548 0.0815
H -4.513 3.292 1.552 0.0727
H -5.702 4.351 2.332 0.0812
C 2.362 -1.845 3.573 -0.0694
C 3.454 -2.803 3.735 -0.2684
N 4.304 -3.549 3.861 0.1393
H 1.497 -2.170 4.145 0.0796
H 2.675 -0.865 3.926 0.0872
H 2.086 -1.772 2.523 0.0778
C 0.677 -2.255 -4.252 -0.0586
C 0.913 -0.834 -4.009 -0.2737
N 1.091 0.272 -3.808 0.1578
H 1.133 -2.548 -5.195 0.0827
H 1.111 -2.842 -3.446 0.0847
H -0.393 -2.448 -4.296 0.0769
C 7.273 -4.821 2.669 -0.0886
C 8.364 -5.781 2.832 -0.2943
N 9.213 -6.528 2.959 0.1173
H 6.405 -5.141 3.240 0.0515
H 7.587 -3.842 3.023 0.0783
H 7.000 -4.750 1.618 0.0785

# 4
49
Properties=species:S:1:pos:R:3:lowdin_charge:R:1 method="wB97M-V/def2-TZVPD" lumo_energy_ha=0.078 fmax_ev_per_a=0.4 total_charge=-1
N -4.288 -0.163 -1.798 0.0643
C -5.296 0.378 -2.359 -0.2598
C -6.603 0.558 -1.675 -0.1405
C -7.748 -0.067 -2.531 -0.7683
O -8.085 0.599 -3.533 -0.0946
O -8.187 -1.153 -2.109 -0.0818
H -3.505 -0.180 -2.447 0.0169
H -5.221 0.728 -3.391 0.1119
H -6.543 0.068 -0.707 0.0942
H -6.769 1.632 -1.566 0.1018
C -0.296 1.759 -0.124 -0.1660
C 0.311 2.596 -1.248 -0.1722
C -0.512 2.136 -2.445 -0.2129
O -1.798 1.800 -1.940 -0.1510
C -1.770 1.740 -0.510 -0.1991
H -0.125 2.170 0.870 0.1096
H 0.115 0.746 -0.147 0.1026
H 0.144 3.659 -1.060 0.1099
H 1.381 2.438 -1.387 0.0967
H -0.067 1.246 -2.909 0.1081
H -0.621 2.905 -3.212 0.1144
H -2.298 2.613 -0.112 0.1182
H -2.300 0.844 -0.191 0.1052
C 4.028 -1.143 -2.094 -0.1695
C 2.627 -1.598 -2.501 -0.1648
C 2.009 -1.934 -1.150 -0.1934
O 2.616 -1.049 -0.204 -0.1636
C 3.740 -0.399 -0.797 -0.2081
H 4.519 -0.516 -2.837 0.1096
H 4.665 -2.009 -1.901 0.1115
H 2.085 -0.774 -2.970 0.1074
H 2.621 -2.443 -3.187 0.1114
H 2.226 -2.966 -0.857 0.1178
H 0.929 -1.787 -1.127 0.1187
H 3.482 0.649 -0.991 0.1103
H 4.574 -0.425 -0.094 0.1152
C 2.628 -1.286 5.378 -0.1760
C 3.221 -0.439 4.254 -0.1720
C 2.371 -0.868 3.063 -0.2072
O 1.085 -1.196 3.595 -0.1339
C 1.148 -1.275 5.016 -0.2124
H 2.820 -0.892 6.375 0.1068
H 3.022 -2.304 5.330 0.1108
H 3.071 0.622 4.464 0.1116
H 4.285 -0.607 4.092 0.1075
H 2.787 -1.753 2.572 0.1146
H 2.257 -0.090 2.311 0.1087
H 0.642 -0.402 5.445 0.1160
H 0.621 -2.173 5.344 0.1151

# 5
51
Properties=species:S:1:pos:R:3:lowdin_charge:R:1 method="wB97M-V/def2-TZVPD" relative_energy_ev=0.000 lumo_energy_ha=-0.106 fmax_ev_per_a=2.3 total_charge=+1
Sr -12.777 12.197 -6.188 1.3887
N -15.221 12.784 -5.517 -0.1114
C -15.453 14.168 -4.875 -0.2143
C -14.929 15.366 -5.679 -0.1549
C -15.176 15.161 -7.226 -0.2407
N -14.105 14.283 -7.833 -0.0582
H -15.895 12.700 -6.266 0.0631
H -15.613 12.151 -4.825 0.0666
H -14.980 14.110 -3.866 0.1275
H -16.481 14.248 -4.685 0.0910
H -13.852 15.496 -5.549 0.1040
H -15.465 16.284 -5.378 0.1231
H -15.302 16.083 -7.781 0.1075
H -16.094 14.555 -7.318 0.1014
H -13.296 14.892 -7.746 0.0510
H -14.355 14.189 -8.869 0.1142
N -10.086 11.298 -6.590 -0.0540
C -9.148 11.827 -5.545 -0.2262
C -9.268 13.355 -5.408 -0.1115
C -10.739 13.702 -5.499 -0.7511
O -11.443 13.313 -4.513 -0.1798
O -11.197 13.970 -6.639 -0.1709
H -9.796 10.337 -6.732 0.0741
H -9.844 11.736 -7.477 0.0839
H -8.124 11.550 -5.810 0.1167
H -9.498 11.362 -4.582 0.1252
H -8.588 13.949 -6.094 0.1425
H -8.897 13.564 -4.416 0.1118
C -14.500 8.631 -4.917 -0.3168
As -12.978 9.674 -4.311 1.0683
C -13.450 9.970 -2.409 -0.2600
C -11.628 8.280 -4.096 -0.3630
C -12.032 6.911 -3.571 -0.2869
C -12.406 5.862 -4.475 -0.0626
C -12.519 4.570 -4.016 -0.0848
C -12.467 4.287 -2.646 -0.0796
C -12.115 5.271 -1.729 -0.0685
C -11.937 6.582 -2.199 -0.0582
H -14.605 7.649 -4.386 0.0525
H -14.402 8.476 -5.985 0.0196
H -15.361 9.180 -4.606 0.0036
H -13.741 9.065 -1.955 0.0162
H -14.240 10.710 -2.400 0.0157
H -12.625 10.458 -1.960 0.0156
H -10.856 8.652 -3.366 0.0946
H -11.145 8.110 -5.017 0.0410
H -12.423 6.074 -5.549 0.1131
H -12.841 3.744 -4.645 0.1089
H -12.705 3.297 -2.328 0.0971
H -12.169 5.168 -0.652 0.1065
H -11.488 7.300 -1.515 0.1087

no.,orbital gap (eV)
1,9.859
2,6.019
3,9.180
4,6.160
5,8.315